# 1
DFT (ωB97M-V/def2-TZVPD) results for an isolated ion of composition C11H19N4 and charge +1 in a non-equilibrium geometry.

Each line ends with the Mulliken charge.
Positions of all 34 atoms, in Å:
C (-3.71173, 1.59462, -0.56495)  -1.0405
H (-4.23390, 0.83235, -1.28112)  0.3358
N (1.46853, 0.16897, -0.08682)  0.0503
C (2.68936, -0.84410, -1.89579)  -1.1647
H (-3.62291, -1.83778, 0.47995)  0.4679
H (1.18929, -0.82301, 1.93737)  0.4567
H (2.66205, -1.21326, -2.98568)  0.3570
N (3.60634, 0.73432, 1.16792)  -0.4373
H (-2.40160, 1.60155, 1.23283)  0.5993
C (3.19860, -0.34561, 1.62614)  -0.1968
H (3.32597, 0.08203, -1.83044)  0.3145
H (4.34941, 1.34463, 1.51838)  0.2243
C (-0.11565, 2.14835, 0.00283)  -1.1736
C (-3.04129, 0.96537, 0.61555)  -0.9554
C (-0.86041, -0.33245, 0.28333)  0.6637
H (1.99947, -1.90801, 0.71618)  0.4094
H (-1.69243, -3.33490, 0.47942)  0.5045
C (-1.57838, -2.32626, 0.42921)  -0.8464
C (1.26555, -0.50331, -1.34880)  -0.5307
C (0.22156, 0.89168, 0.17123)  0.3383
H (3.59876, -1.03598, 2.36088)  0.4235
H (2.98183, -1.57017, -1.29092)  0.3890
C (1.88751, -0.84943, 1.10825)  -0.5844
H (2.42442, 0.80267, -0.10961)  0.5946
N (-2.23793, -0.20354, 0.33175)  0.3714
H (-3.02510, 2.08195, -1.35677)  0.2589
H (-3.68896, 0.51233, 1.37826)  0.4387
H (0.68681, -1.44517, -1.32853)  0.3409
H (-4.44113, 2.37140, -0.23059)  0.3599
H (0.77308, 0.20921, -2.01417)  0.4747
H (-1.12401, 2.37423, 0.04250)  0.1238
C (-2.67286, -1.51393, 0.29917)  -0.3967
H (0.57161, 2.97428, -0.21493)  0.3184
N (-0.45190, -1.60302, 0.35796)  -0.4893

Output
- Total charge: +1
- HOMO energy: -0.4351 Eh
- Multiplicity: 1
- Orbital gap: 9.21 eV

***

# 2
DFT (ωB97M-V/def2-TZVPD) results for C11H19NNiO3S4 as an isolated structure.

Each line ends with the Mulliken charge.
Positions of all 39 atoms, in Å:
H (1.74448, 2.50138, -1.25646)  0.3452
S (0.27034, -2.76430, -1.82739)  -0.4159
N (0.16657, 0.33196, 0.92773)  -0.2538
H (0.20993, 4.69894, 0.27348)  0.4177
H (1.72387, -3.15542, 2.97621)  0.3733
C (-0.00017, -1.90041, -3.32007)  0.1596
H (-0.74000, -1.34785, 2.69960)  0.2588
S (-0.82889, 0.38188, -2.04467)  -0.3315
H (1.22756, -1.93018, 4.14325)  0.3658
S (0.34332, -2.73433, -4.82440)  -0.1606
C (0.57035, 1.40296, 0.86689)  -0.2294
H (1.74547, -1.44281, 2.51912)  0.2795
C (-0.09647, -1.40516, -5.90744)  0.5745
H (2.98797, 2.19884, -0.03143)  0.3908
O (-0.03642, -1.46684, -7.10608)  -0.5753
Ni (-0.48293, -1.22022, -0.39186)  0.2350
H (0.27508, -3.37989, 1.00787)  0.2162
H (-0.92271, 3.64335, 1.13354)  0.3884
C (-0.13712, 3.67055, 0.37813)  -1.5272
H (-2.68230, -0.39039, -0.54057)  0.2854
H (2.49502, 3.86037, -0.39732)  0.4248
H (-0.55196, 3.34025, -0.57432)  0.3275
C (2.14238, 2.83338, -0.29737)  -1.5645
H (1.96081, 4.23365, 2.08783)  0.4145
H (0.84202, 3.14676, 2.92307)  0.3775
H (-2.91284, -2.99550, 0.57095)  0.2134
C (1.05319, 2.78984, 0.78489)  2.1068
H (2.44767, 2.57063, 2.44329)  0.3781
C (-0.45955, -0.64178, -3.40883)  0.0741
H (-3.10382, -2.56119, -1.13599)  0.2575
H (-4.32746, -2.04249, 0.06280)  0.2873
S (-0.65550, 0.02253, -5.01858)  -0.1586
H (-0.78209, -3.04970, 3.17490)  0.3483
C (-3.26814, -2.22865, -0.11074)  -0.5539
C (-0.22518, -2.30139, 2.60704)  -0.2742
C (1.20539, -2.20034, 3.08671)  -1.1547
O (-2.50771, -1.03895, 0.16450)  -0.4071
C (1.60960, 3.20350, 2.15117)  -1.6683
O (-0.29975, -2.63299, 1.21058)  -0.2249

Output
- HOMO energy (alpha / beta): -0.2478 / -0.2507 Eh
- Multiplicity: 3
- Orbital gap (alpha / beta): 7.03 / 6.97 eV
- ⟨S²⟩: 2.009

***

Let's list relative energy (zero: lowest compared OMol25 entry of this formula, charge and spin) in order: 89.6; 0.9 kcal/mol.